{"formula": "C17H23O2Tl", "method": "ωB97M-V/def2-TZVPD", "multiplicity": 1, "charge": -2, "e_tot_ha": -984.243449, "elements": ["Tl", "O", "O", "C", "C", "C", "C", "C", "C", "C", "C", "C", "C", "C", "C", "C", "C", "C", "C", "C", "H", "H", "H", "H", "H", "H", "H", "H", "H", "H", "H", "H", "H", "H", "H", "H", "H", "H", "H", "H", "H", "H", "H"], "xyz": [[-0.013, -0.100, 1.454], [0.805, -2.825, 0.269], [-1.175, -3.744, 1.624], [2.335, 2.077, 1.757], [0.815, -2.758, -0.936], [2.453, 1.906, 0.355], [3.055, 0.642, 0.108], [-3.043, 0.920, 1.904], [0.466, 1.155, -3.278], [-0.323, -0.029, -3.726], [2.828, 0.899, 2.385], [3.295, 0.022, 1.368], [-3.109, 0.882, 0.474], [0.278, -1.227, -3.591], [-1.771, 2.665, 1.087], [0.000, -2.796, 3.679], [-2.328, 1.974, -0.030], [-2.219, 2.027, 2.279], [-1.810, -0.058, -3.525], [-0.576, -3.185, 2.442], [1.577, -2.212, -1.490], [1.405, 0.782, -2.838], [-2.236, 2.264, -1.072], [-0.576, -1.925, 4.084], [1.067, -2.517, 3.520], [1.977, 2.981, 2.270], [-2.390, 0.033, -4.439], [2.172, 2.643, -0.413], [-3.573, 0.257, 2.583], [0.708, 1.856, -4.075], [-1.148, 3.564, 1.034], [3.797, -0.938, 1.524], [-0.053, -3.654, 4.392], [-0.306, -2.119, -3.542], [-0.092, 1.687, -2.477], [1.317, -1.282, -3.376], [-2.011, 2.352, 3.298], [-3.687, 0.188, -0.122], [2.883, 0.714, 3.469], [-2.087, 0.752, -2.800], [3.327, 0.235, -0.867], [-2.072, -1.036, -3.053], [0.039, -3.072, -1.709]], "atomic_forces_ev_per_a": [[0.2549, 0.2932, -0.6765], [-0.0196, -0.4647, 3.3901], [-1.2919, -2.2970, 0.0948], [-0.0700, 0.0288, 0.0373], [-0.1039, 0.5064, -4.6423], [0.1607, 0.0167, -0.0167], [-0.0426, 0.0406, 0.6289], [0.2604, 0.4872, -0.7228], [0.2390, 0.5296, 0.2180], [0.3495, -1.7586, 1.5919], [0.1696, 0.0418, 0.0458], [-0.1030, 0.2032, -0.2863], [0.5577, 0.8457, 0.6853], [-0.5186, 1.0580, -0.4285], [-0.4067, -0.2141, -0.0581], [0.3246, -0.7883, 1.1266], [-0.2209, -0.4238, 1.0527], [-0.2051, -0.2257, -0.5967], [-0.5824, 0.1983, 0.6812], [0.3446, 3.5760, -1.3348], [0.6922, 0.3029, -0.0127], [-0.2521, 0.4169, -0.1319], [0.1144, -0.0917, 0.1385], [0.5612, -0.7376, -0.3572], [-0.8045, -0.0756, 0.0502], [0.0171, -0.5514, -0.2803], [-0.2347, 0.2639, -0.1743], [0.0814, -0.4184, 0.4384], [0.1325, 0.0487, -0.0969], [-0.0418, 0.2690, -0.0479], [-0.1762, -0.4371, 0.0349], [-0.3638, 0.3049, -0.0767], [0.2651, 0.1599, 0.7451], [-0.1036, -0.5415, -0.2294], [0.3935, -0.1923, -0.4303], [0.7654, -0.2383, -0.1059], [0.0289, -0.1151, -0.2494], [0.0783, -0.0515, 0.0198], [0.0040, 0.1396, -0.5629], [-0.0304, -0.7082, -0.7005], [-0.1883, 0.0675, 0.2986], [-0.0180, 0.7921, -0.3391], [-0.0169, -0.2599, 1.2798]]}

{"formula": "C17H24BBrF8N2O2", "method": "ωB97M-V/def2-TZVPD", "multiplicity": 1, "charge": 0, "e_tot_ha": -4319.948052, "elements": ["Br", "F", "F", "F", "F", "F", "F", "F", "F", "O", "O", "N", "N", "C", "C", "C", "C", "C", "C", "C", "C", "C", "C", "C", "C", "C", "C", "C", "C", "C", "B", "H", "H", "H", "H", "H", "H", "H", "H", "H", "H", "H", "H", "H", "H", "H", "H", "H", "H", "H", "H", "H", "H", "H", "H"], "xyz": [[4.599, 0.300, -2.355], [-1.991, 5.474, 4.612], [-3.417, 2.896, -0.195], [0.399, 6.117, 3.412], [-0.644, 2.864, -0.807], [-2.356, 4.722, 0.241], [-0.970, 3.786, 3.713], [-0.227, 3.003, 1.321], [-0.357, 5.512, 1.474], [-0.475, -3.809, -2.848], [-2.970, 3.357, 1.909], [-1.527, -0.244, -1.151], [4.426, -3.371, -0.724], [3.862, -3.115, -2.064], [-2.468, 3.430, 0.607], [-0.048, -0.104, -1.393], [0.808, -0.208, -0.082], [-2.033, -1.514, -1.730], [2.345, 0.114, -0.270], [2.658, -2.071, -2.077], [-0.739, 5.926, 2.698], [-0.232, -4.683, 0.833], [-0.632, -3.758, -1.460], [-1.643, 4.921, 3.414], [-1.611, -2.556, 0.600], [-1.392, -2.672, -0.859], [-2.956, 4.547, 2.700], [-1.168, 2.641, 0.424], [-0.032, -4.809, -0.619], [-0.991, -3.590, 1.429], [3.046, -0.635, -1.491], [3.471, -4.101, -2.457], [-3.674, 4.335, 3.496], [-1.722, -1.639, -2.804], [2.535, 1.228, -0.273], [0.229, -0.844, -2.189], [3.663, -3.516, -0.062], [5.044, -2.611, -0.440], [4.672, -2.787, -2.761], [2.360, -1.965, -3.163], [-1.235, 6.896, 2.597], [0.020, -4.615, -3.080], [1.792, -2.487, -1.497], [-1.346, 1.569, 0.538], [0.573, -5.640, -1.046], [-2.040, 0.540, -1.555], [0.195, -5.443, 1.529], [2.866, -0.259, 0.668], [0.086, 0.929, -1.825], [-3.155, -1.582, -1.712], [0.730, -1.200, 0.442], [0.396, 0.542, 0.654], [-1.114, -3.505, 2.531], [-2.221, -1.711, 0.984], [-3.385, 5.393, 2.160]], "atomic_forces_ev_per_a": [[-0.7095, -0.4921, 0.4357], [-0.0300, 0.3738, -0.2544], [0.3429, -0.2739, -0.0591], [-0.2145, -0.1215, 0.1916], [-0.3717, 0.2434, -0.0741], [0.1933, -0.2255, -0.3984], [0.1090, 0.2147, -0.1051], [-0.2067, -0.0099, -0.0116], [-0.0800, 0.0087, 0.1199], [-0.0944, -0.0109, 1.1016], [1.0350, 0.2988, -0.4694], [0.0952, -0.3697, -0.3837], [-0.1336, 0.1406, -0.6886], [-0.6573, -0.1929, -0.1647], [-1.1197, 0.6947, 0.7699], [-0.3888, 0.7076, -0.1828], [0.1283, 0.1307, 0.4295], [0.6903, -0.9531, 0.2709], [-0.1141, 0.2080, 0.1893], [0.5207, -0.1808, -0.2801], [0.5701, 0.6269, 0.0987], [-0.5155, 1.0034, -1.2095], [0.1243, -0.6515, 1.8550], [-0.1131, -0.9817, 0.0033], [1.9545, -2.8520, -1.7412], [-0.4671, -0.0805, 0.6631], [-0.8414, -0.0496, 0.1838], [0.4956, -0.5072, 0.1084], [-1.4190, 2.2676, 1.6727], [-0.3198, 0.6119, -1.7042], [0.1236, 0.0991, -0.0696], [0.3850, 1.0205, 0.3182], [0.2269, -0.1091, 0.0389], [-0.2226, 0.0505, 0.8539], [-0.1983, -1.1387, -0.1532], [0.1540, 0.5604, 0.7618], [0.4321, 0.2382, -0.0107], [-0.4271, -0.2291, 0.1366], [-0.6364, -0.1936, 0.6594], [0.0463, 0.0150, 1.0549], [-0.1481, -0.0819, 0.0545], [-0.2649, 0.4587, 0.2480], [0.6605, 0.2169, -0.5581], [-0.3075, 0.0536, -0.0624], [-0.6119, 0.7768, 0.3437], [0.3143, -0.2731, -0.0354], [-0.3306, 0.6820, -0.8099], [-0.3654, 0.3160, -0.9410], [0.2225, -1.1029, 0.3822], [1.0332, 0.2366, 0.2449], [-0.1943, 0.7847, -0.8174], [0.4285, -0.8058, -0.7047], [0.2028, -0.3336, -0.9558], [0.7028, -0.8207, -0.2693], [0.3120, 0.0015, -0.0762]]}

{"formula": "C17H24BN3O9Pb3", "method": "ωB97M-V/def2-TZVPD", "multiplicity": 2, "charge": 5, "e_tot_ha": -2104.738259, "elements": ["Pb", "Pb", "Pb", "O", "O", "O", "O", "O", "O", "O", "O", "O", "N", "N", "N", "C", "C", "C", "C", "C", "C", "C", "C", "C", "C", "C", "C", "C", "C", "C", "C", "C", "B", "H", "H", "H", "H", "H", "H", "H", "H", "H", "H", "H", "H", "H", "H", "H", "H", "H", "H", "H", "H", "H", "H", "H", "H"], "xyz": [[-2.234, -2.887, -3.246], [-2.133, 0.505, -5.580], [1.453, -0.670, -3.952], [2.287, -3.806, 2.132], [2.816, -5.630, 0.837], [-0.974, -0.427, -3.092], [-0.700, -3.843, -1.172], [3.773, -4.269, 3.837], [2.619, -3.481, -0.251], [4.362, -6.658, 1.977], [1.719, -2.215, -1.928], [0.730, -4.548, 0.416], [-2.893, 2.488, -3.925], [2.940, 0.714, -2.341], [-1.305, -3.608, 2.400], [-1.631, -0.050, 3.557], [-0.183, -1.263, 1.754], [-2.836, 3.567, -1.574], [-0.910, 0.122, -1.807], [-5.404, 4.094, -1.395], [3.616, -5.676, 1.852], [-0.814, -2.551, 2.140], [0.411, -3.866, -0.648], [-2.850, 2.968, -2.876], [2.818, 2.101, 0.850], [-1.186, -0.099, 2.041], [-3.917, 4.677, -1.346], [2.972, 1.524, -1.525], [3.266, -4.554, 2.735], [3.163, 2.541, -0.550], [1.659, -2.979, -0.972], [3.631, 0.906, 1.270], [2.099, -4.351, 0.825], [3.484, 0.064, 0.594], [4.217, 2.773, -0.698], [1.742, 1.971, 0.967], [-3.985, 5.217, -0.402], [-6.008, 4.883, -0.948], [-1.793, 3.882, -1.531], [2.570, 3.416, -0.816], [3.244, 0.631, 2.251], [4.694, 1.149, 1.277], [-0.032, -1.297, 0.675], [-3.896, 5.535, -2.018], [-0.842, 0.319, 4.214], [-1.228, -0.649, -1.104], [-5.748, 3.990, -2.424], [-2.536, 0.537, 3.711], [-0.642, 0.801, 1.754], [3.065, 2.967, 1.465], [-1.858, -1.019, 4.001], [0.824, -1.101, 2.139], [0.134, 0.256, -1.522], [-1.397, 1.093, -1.724], [-2.825, 2.836, -0.765], [-2.032, -0.162, 1.356], [-5.517, 3.130, -0.898]], "atomic_forces_ev_per_a": [[1.1547, -0.6517, 2.3212], [-0.9611, 2.5618, 1.4799], [1.8727, 0.2050, 2.4599], [1.1777, -1.2817, -0.1499], [1.0020, -0.5248, -0.4743], [-0.3174, -1.5894, -3.7995], [-0.4895, 0.4725, -1.4157], [-2.0242, -1.7469, -4.9682], [-0.2048, 2.4040, -1.4663], [0.1876, 0.7382, 0.5659], [-0.1286, 0.9028, -0.4523], [-1.9806, 0.0619, -1.7943], [0.9220, -1.7523, -1.3210], [-1.6081, -1.3306, -1.4932], [1.9498, 4.4658, -1.2273], [0.1831, -0.0919, -0.5656], [-1.2698, -0.0510, -0.0528], [0.3632, 1.3608, 0.7520], [0.6092, -0.0347, 1.3762], [1.2856, 0.6204, -0.8062], [-1.0964, -2.4929, -2.2576], [-1.1626, -3.9484, 1.0282], [0.1726, 0.1998, 2.4159], [-0.9481, -0.3503, 0.0206], [0.3692, 0.4869, 0.4196], [0.6517, -0.2224, 1.3386], [-2.5060, -0.2188, -0.1079], [0.0243, 0.0104, -0.3969], [1.4661, 4.7589, 7.2413], [-0.1908, 0.5971, -0.3228], [0.7495, -2.5733, -0.3114], [-0.5063, -0.0356, 0.3734], [-0.0305, 0.0032, 0.7662], [-0.0231, -0.2090, -0.0731], [0.3093, 0.3819, 0.3520], [-0.0911, -0.1982, -0.1335], [1.4849, -0.7343, 0.5448], [-0.2561, -0.4283, 0.1304], [0.2602, 0.9197, 0.1401], [0.1282, 0.1502, -0.3417], [0.6172, -0.2808, 0.1259], [-0.0446, -0.1272, 0.3118], [0.0391, -0.1427, -0.4863], [0.5480, -0.4491, -0.6092], [0.0777, 0.3726, -0.2949], [-0.6088, 0.4706, 0.4229], [-0.0185, -0.0969, -0.0733], [0.2102, 0.2163, -0.1746], [-0.0796, 0.3496, 0.2254], [-0.0129, -0.0756, 0.2120], [-0.0867, -0.3234, -0.5451], [-0.2381, -0.1870, 0.6629], [0.2816, 0.2982, 0.0316], [-0.3187, -0.3293, 0.1162], [-0.6468, -0.4559, -0.1752], [-0.2329, -0.2890, 0.1406], [-0.0146, 0.2149, 0.3146]]}